C29H42F4N3O4S | ωB97M-V with the def2-TZVPD basis set

Geometry as XYZ:
```
83
Properties=species:S:1:pos:R:3:forces:R:3
N 0.648053 0.752226 0.535726 0.281 -1.443 -0.036
C 1.208032 -0.562100 0.953476 2.944 1.050 -1.718
C 1.794457 -1.433410 -0.295525 -0.818 0.570 0.940
C 0.368771 -1.938768 -0.830249 -0.583 -0.943 -0.220
C 0.267433 -2.835517 -2.160678 0.148 0.213 -0.308
C -0.605170 -2.028039 -3.279856 1.419 -0.221 0.250
C 0.325839 -0.785267 -3.819489 -1.988 -0.729 0.727
C -0.450878 0.560511 -3.415572 0.304 0.849 -1.290
C 0.429310 1.905034 -3.467659 0.096 0.754 0.429
C 1.983824 1.718491 -3.120447 0.210 -0.304 -0.796
C 2.821218 3.083335 -2.981355 0.197 -0.080 0.562
C 2.068635 4.268413 -2.208377 0.043 0.418 0.054
C 1.923668 4.061245 -0.624346 0.425 1.193 0.255
C 3.340366 3.987162 0.161532 -0.565 -0.829 0.658
C 3.133892 3.579671 1.720891 0.718 0.350 -0.374
C 2.993995 4.842042 2.712571 -0.296 -1.010 0.450
N 1.552659 5.018354 3.106370 -3.535 1.103 0.899
C 0.637902 5.903837 2.409848 -1.919 -0.728 1.623
C -0.783659 5.892824 3.006760 4.709 -2.458 0.881
C -0.658360 4.871749 4.188148 3.581 1.183 -2.827
C 0.818850 4.400340 4.196240 -3.401 1.384 -0.849
C -0.317465 -2.432757 0.530752 0.447 1.412 0.086
C -1.351787 -3.617043 0.793360 1.758 0.473 -0.781
C -0.654577 -4.705944 1.770972 -2.095 -3.232 2.587
O -1.375055 -5.553887 2.343267 2.865 3.841 -2.600
O 0.740850 -4.729990 2.057951 -2.000 0.663 -1.604
N 0.197280 -1.583458 1.455108 -0.722 0.051 -0.328
S -0.115842 -1.471311 3.154999 0.160 -4.937 6.795
O -1.302365 -2.275256 3.616128 2.818 2.679 -2.914
O 1.115500 -1.820596 3.965096 -3.176 1.938 -3.716
C -0.531693 0.324725 3.598129 -2.094 3.546 1.505
F -1.447054 0.891825 2.657554 2.930 -1.502 2.214
F 0.616566 1.117910 3.793874 -2.983 -2.200 -1.094
F -1.238018 0.308282 4.835498 2.287 -0.431 -3.522
H 0.710551 1.462827 1.277566 0.041 -0.513 -0.506
H 1.221883 1.047567 -0.267201 -0.543 0.096 0.505
H 2.100899 -0.336273 1.633307 -1.717 -1.139 -0.010
H 2.427802 -0.867515 -1.074164 -1.259 -0.673 1.342
H 2.475156 -2.215722 0.220295 -1.325 0.852 -1.213
H -0.278405 -1.018972 -1.095459 1.065 -0.993 0.724
H -0.147012 -3.888353 -2.007097 0.502 1.424 0.061
H 1.349597 -2.953800 -2.556318 -1.816 0.065 0.561
H -0.787605 -2.758808 -4.135994 -0.123 1.047 1.243
H -1.580880 -1.599755 -2.827709 1.461 -1.019 -0.814
H 0.344956 -0.901282 -4.957175 0.494 0.443 1.677
H 1.339296 -0.928484 -3.317549 -1.206 0.578 -1.038
H -0.975528 0.532137 -2.401159 0.888 -0.299 -1.199
H -1.291917 0.695188 -4.201475 1.196 -0.307 1.413
H -0.065209 2.644726 -2.725042 0.885 -1.190 -1.141
H 0.387656 2.452275 -4.487688 -0.032 -1.127 1.518
H 2.447613 1.146230 -4.016123 -0.671 0.780 1.522
H 2.172549 1.025200 -2.208317 -0.496 1.199 -1.216
H 3.780521 2.824013 -2.384990 -1.472 0.482 -1.065
H 3.182222 3.437963 -4.012487 -0.749 -0.495 1.487
H 2.662107 5.249471 -2.368593 -0.838 -1.606 0.257
H 1.018296 4.485413 -2.642661 1.737 -0.488 0.589
H 1.225090 3.192270 -0.333437 1.176 1.179 -0.549
H 1.410915 5.018977 -0.220771 0.601 -1.668 -0.637
H 3.897581 4.983406 0.161143 -0.853 -1.259 -0.309
H 4.046292 3.201256 -0.284745 -1.083 1.141 0.432
H 4.058982 2.981343 2.030344 -1.245 0.828 -0.311
H 2.226036 2.900628 1.873534 1.178 0.993 -0.231
H 3.402070 5.818374 2.268700 -0.748 -1.501 0.613
H 3.578817 4.592346 3.663910 -0.871 0.575 -1.280
H 1.080829 6.480397 1.535680 -0.902 -0.762 1.407
H -1.688180 6.493284 2.653979 1.681 -1.061 0.612
H -1.513815 4.577171 4.879264 1.668 0.359 -0.980
H 1.216154 3.641892 4.942372 -0.149 1.310 -1.379
H -1.502233 -4.150734 -0.231847 0.131 1.105 1.972
H -2.353264 -3.229112 1.216243 1.761 -0.728 -0.421
H 1.281012 -4.542163 1.257105 -0.466 -0.064 0.606
F -2.451793 -5.587374 -1.025725 0.437 -0.124 -0.304
C -3.767050 -5.760608 -0.772061 -1.429 -0.232 0.284
C -4.173137 -6.828150 0.011860 0.302 -0.091 0.050
C -5.527159 -7.003464 0.277365 -0.015 0.298 -0.216
C -6.459696 -6.114858 -0.253421 0.004 -0.019 0.014
C -6.039973 -5.048999 -1.043638 0.072 -0.213 0.178
C -4.684856 -4.866912 -1.300373 0.272 0.146 -0.071
H -3.433692 -7.513759 0.409334 -0.022 0.066 -0.012
H -5.855832 -7.831262 0.896164 0.086 0.077 -0.078
H -7.516256 -6.255072 -0.049337 0.130 0.022 -0.034
H -6.767611 -4.360372 -1.459611 0.114 -0.057 0.037
H -4.338954 -4.037186 -1.906693 -0.014 -0.061 -0.028
```
Forces are in eV/Å.

## Properties
molecular weight: 604.731 g mol⁻¹
orbital gap: 4.39 eV
total charge: +1

=====

C29H42NO2 | ωB97M-V with the def2-TZVPD basis set

Geometry as XYZ:
```
74
Properties=species:S:1:pos:R:3:forces:R:3
C 4.409142 -1.480046 1.860811 -0.398 -0.401 0.127
C 3.212650 -0.551470 1.919455 1.175 0.946 -0.336
O 2.005783 -1.246435 2.114720 -1.611 0.437 -0.133
C 0.941570 -0.394288 1.941219 -0.624 0.245 -0.141
C -0.366915 -0.998371 2.056953 0.395 -0.982 0.410
C -1.490028 -0.337054 1.718147 -1.159 -0.915 0.276
N -2.770889 -0.833381 1.828918 0.716 0.942 0.011
C -3.901097 -0.114449 1.246887 0.442 -0.160 0.153
C -3.092057 -2.096287 2.486895 0.396 0.383 -0.312
O 1.058042 0.798119 1.692131 0.665 -0.070 0.208
H 5.341732 -0.936004 1.704593 -0.177 0.136 0.015
H 4.499834 -2.052349 2.783611 0.039 0.011 0.064
H 4.297807 -2.199238 1.048474 -0.004 0.048 -0.039
H 3.297110 0.177572 2.737071 0.255 -0.053 -0.159
H 3.103852 0.024894 0.989294 0.317 -0.109 0.255
H -0.406872 -2.018697 2.384322 0.003 -0.353 0.063
H -1.375461 0.658309 1.325352 -0.258 0.266 -0.186
H -3.562764 0.791986 0.747960 0.070 -0.063 0.010
H -4.404342 -0.744654 0.515897 -0.108 -0.005 -0.098
H -4.610491 0.161862 2.023933 -0.165 0.018 0.075
H -2.388546 -2.300794 3.289705 0.092 0.016 0.010
H -4.088087 -2.048251 2.920851 -0.077 0.121 -0.059
H -3.063442 -2.911325 1.768234 0.003 -0.262 -0.033
C 0.670630 4.257003 11.213696 -0.105 0.125 0.361
C 0.663541 3.703936 9.827947 -0.017 -0.036 -0.008
C 1.751211 3.880534 8.996092 -0.149 -0.073 -0.096
C 1.806900 3.337549 7.719224 -0.412 -0.046 0.221
C 3.068715 3.586152 6.962659 0.448 -0.104 -0.362
C 0.711753 2.608389 7.228209 0.109 0.102 -0.161
C 0.701934 1.971312 5.837627 -0.673 -0.054 0.076
C 1.613760 0.743422 5.754892 0.075 0.038 -0.180
C 0.918479 2.966490 4.669248 -0.068 -0.085 0.776
C -0.039178 4.105911 4.713564 0.629 -0.044 -0.826
C -0.133925 5.218411 3.890865 0.064 -0.170 0.108
C -1.242450 6.122941 4.084955 -0.202 0.343 -0.075
C -2.308420 5.846061 5.092306 -0.270 0.048 0.241
C -1.349332 7.256138 3.311136 -0.220 -0.381 0.440
C -0.418222 7.569314 2.327688 0.094 0.034 -0.114
C -0.562499 8.811813 1.516048 0.294 0.078 -0.243
C 0.642354 6.694569 2.115705 0.052 -0.213 0.079
C 0.810944 5.540291 2.849027 0.275 0.177 -0.218
C 1.999346 4.699254 2.537785 0.145 -0.155 -0.399
C -0.400734 2.429060 8.068372 0.220 0.207 0.113
C -1.595679 1.639403 7.647452 -0.338 -0.258 -0.010
C -0.406527 2.978026 9.342781 0.061 -0.003 -0.167
H -0.245878 4.012588 11.755717 0.077 0.018 -0.093
H 1.509135 3.851320 11.784052 -0.019 0.077 -0.011
H 0.768817 5.343704 11.194932 0.046 -0.003 0.064
H 2.583417 4.460330 9.356724 0.331 0.089 0.070
H 3.188685 2.936230 6.100413 0.082 0.051 0.055
H 3.112538 4.621735 6.620074 0.079 0.058 -0.046
H 3.934982 3.413013 7.605811 -0.070 0.094 -0.050
H -0.324242 1.602750 5.679349 0.336 0.029 0.040
H 1.399612 0.038227 6.560966 -0.067 0.129 -0.034
H 1.484114 0.217129 4.807709 -0.049 0.004 -0.055
H 2.664927 1.013614 5.835641 0.064 -0.020 0.032
H 1.945298 3.331941 4.678198 -0.059 0.093 -0.188
H 0.798716 2.424685 3.722403 0.008 0.047 -0.151
H -0.778122 4.025149 5.488915 -0.323 -0.024 0.306
H -3.051502 6.644681 5.106000 0.130 -0.056 -0.049
H -2.835892 4.918794 4.861459 0.033 -0.026 0.059
H -1.896726 5.769231 6.099911 -0.027 -0.060 0.024
H -2.183587 7.918562 3.464821 -0.194 0.130 0.068
H 0.261057 8.919412 0.807675 -0.091 -0.028 0.071
H -1.494218 8.802895 0.945913 -0.035 -0.014 0.123
H -0.566528 9.696667 2.156226 -0.109 -0.064 0.039
H 1.354754 6.933523 1.345958 0.195 -0.002 -0.153
H 2.511639 5.055649 1.642266 -0.123 0.115 0.121
H 2.723236 4.728464 3.353029 -0.006 -0.123 0.081
H 1.715705 3.666155 2.341397 0.091 -0.073 0.085
H -2.329231 1.566165 8.452075 0.111 0.066 -0.024
H -2.097510 2.104850 6.798895 -0.111 -0.102 -0.150
H -1.317503 0.620668 7.375013 -0.088 -0.030 -0.125
H -1.270020 2.836849 9.969812 -0.211 -0.102 0.161
```
Forces are in eV/Å.

## Properties
molecular weight: 436.660 g mol⁻¹
orbital gap: 5.05 eV
total charge: +1

=====

Number 1: DFT total energy -65103.3942 eV. Number 2: DFT total energy -36333.2857 eV.